Computed, not measured: a structure of composition C5H14CoN2O6 at a distorted geometry, with wB97M-V/def2-TZVPD.

Computed properties:
2S+1 ... 4
HOMO (alpha / beta) ... 0.508 / 0.693 eV
Total charge ... -2
HOMO-LUMO gap (alpha / beta) ... 4.9 / 4.7 eV
ΔE to the lowest compared entry with this formula, charge and spin ... 8.33 kcal/mol
Molecular weight ... 257.1 g/mol

```
28
Properties=species:S:1:pos:R:3:forces:R:3:mulliken_charge:R:1
Co -0.833 -0.475 -0.530 0.64 -0.43 0.97 1.19
O 0.744 -0.029 -1.773 0.29 -0.13 0.82 -0.89
C 1.685 -1.043 -1.854 -0.76 -0.22 -1.22 -0.40
C 1.409 -2.361 -1.045 0.32 -0.33 1.15 -0.53
O 0.383 -2.316 -0.138 -0.10 0.42 -1.15 -0.73
H 2.730 -0.760 -1.610 0.00 0.53 0.24 0.24
H 1.732 -1.322 -2.932 0.34 -0.30 -0.11 0.26
H 2.394 -2.586 -0.551 0.10 0.19 0.38 0.19
H 1.398 -3.268 -1.702 -0.59 0.18 -0.64 0.25
O -2.271 0.976 -0.750 0.15 -1.01 0.84 -0.89
C -2.818 1.113 0.543 0.32 0.59 -1.22 -0.33
C -2.679 -0.104 1.516 -0.43 -1.01 -0.99 -0.53
O -1.559 -0.915 1.468 -0.23 1.68 -0.54 -0.76
H -3.918 1.257 0.455 -0.16 0.07 0.16 0.33
H -2.443 2.093 0.908 0.18 -0.21 0.77 0.25
H -3.531 -0.749 1.185 -0.40 0.06 0.08 0.18
H -3.028 0.279 2.503 0.43 0.03 0.38 0.27
C 1.691 1.812 1.207 -0.23 -1.77 -1.00 0.49
O 0.892 0.902 1.157 0.18 0.84 0.65 -0.47
N 2.378 2.219 0.082 -0.20 0.45 0.52 -0.36
N 2.048 2.430 2.386 0.10 0.63 0.11 -0.47
H 3.149 2.845 0.182 0.23 0.02 -0.27 0.13
H 2.224 1.671 -0.754 -0.30 -0.17 -0.10 0.24
H 2.780 3.110 2.402 0.12 0.03 0.14 0.12
H 1.735 2.022 3.245 -0.13 -0.11 -0.05 0.23
O -2.109 -1.959 -1.635 -0.44 -0.64 -0.22 -0.53
H -1.799 -2.849 -1.409 0.43 0.38 0.26 0.30
H -2.383 -1.993 -2.557 0.15 0.24 0.06 0.24
```
Forces are in eV/Å.